# 1
A molecular structure, C19H17BrN7O2SV. Source: the OMol25 dataset; level of theory: ωB97M-V/def2-TZVPD.

The value obtained for the frontier orbital gap (spin up / spin down) is 6.99 / 5.95 eV. Its expectation value of S² is 0.781. The HOMO energy (spin up / spin down) comes out at -0.3714 / -0.3335 hartree.

The geometry in ORCA input format:
```
! RIJCOSX wB97M-V def2-TZVPD def2/J DEFGRID3
* xyz 1 2
V -0.325 0.001 0.343
C -3.497 -4.286 0.603
C -3.713 -2.862 0.944
N -4.753 -2.365 1.526
N -4.485 -1.028 1.640
C -3.301 -0.671 1.142
S -2.549 0.828 1.063
N -2.806 -1.850 0.674
N -1.533 -1.944 0.100
H -4.365 -4.852 0.930
H -2.612 -4.679 1.105
H -3.376 -4.424 -0.473
H -5.145 -0.417 2.093
H -0.926 -2.452 0.743
H -1.599 -2.451 -0.778
Br 1.743 -0.608 -2.743
C 2.477 -1.018 -1.049
C 3.800 -1.422 -0.993
C 4.325 -1.778 0.237
C 3.499 -1.740 1.349
C 2.195 -1.320 1.193
N 1.676 -0.934 0.007
C 1.235 -1.319 2.369
O 1.604 -1.707 3.452
O 0.039 -0.911 2.054
H 4.388 -1.459 -1.898
H 5.356 -2.093 0.319
H 3.826 -2.032 2.337
C 2.196 3.128 2.032
C 2.277 4.068 1.014
C 1.594 3.830 -0.162
C 0.858 2.659 -0.302
N 0.789 1.743 0.686
C 1.446 1.989 1.832
C 0.065 2.329 -1.494
C 0.011 3.119 -2.638
C -0.794 2.733 -3.691
C -1.550 1.572 -3.577
C -1.448 0.839 -2.416
N -0.646 1.191 -1.404
H 2.701 3.275 2.976
H 2.852 4.974 1.141
H 1.625 4.553 -0.964
H 1.336 1.249 2.614
H 0.593 4.026 -2.702
H -0.844 3.334 -4.588
H -2.209 1.246 -4.369
H -2.027 -0.065 -2.274
*
```


# 2
A molecular structure, C8H17ClINO4PZr. Source: the OMol25 dataset; level of theory: ωB97M-V/def2-TZVPD.

The value obtained for the frontier orbital gap is 7.13 eV. The HOMO energy comes out at -0.7169 hartree.

The geometry in ORCA input format:
```
! RIJCOSX wB97M-V def2-TZVPD def2/J DEFGRID3
* xyz 3 1
C -0.279 -1.536 -0.712
C 0.831 -0.616 -1.278
H 0.166 -2.539 -0.647
H -1.129 -1.634 -1.401
H -0.693 -1.413 0.370
O 2.024 -0.926 -1.198
I 1.299 2.174 -0.008
Zr -0.904 0.490 0.996
P 0.342 0.775 -2.551
C 1.951 1.262 -3.178
C -0.462 -0.240 -3.816
H -1.720 2.086 -2.374
H -0.674 2.566 -3.761
H -0.279 3.107 -2.102
C -0.688 2.280 -2.695
H -1.522 -0.384 -3.570
H -0.385 0.309 -4.763
H 1.859 1.357 -4.264
H 2.696 0.510 -2.907
H 0.036 -1.215 -3.916
H 2.238 2.227 -2.750
C 1.453 -0.268 1.436
O 2.519 -0.581 1.754
Cl -2.915 0.924 -0.275
N -0.257 -1.841 4.809
C -0.653 -0.364 4.809
C -0.975 -0.052 3.433
O -1.026 1.170 2.977
O -1.051 -1.011 2.577
H -1.036 -2.442 4.467
H 0.001 -2.187 5.749
H 0.558 -1.984 4.193
H -1.538 -0.216 5.439
H 0.212 0.211 5.157
*
```


# 3
A molecular structure, C25H23ClOPTi. Source: the OMol25 dataset; level of theory: ωB97M-V/def2-TZVPD.

The value obtained for the frontier orbital gap (spin up / spin down) is 7.46 / 7.85 eV. Its expectation value of S² is 0.756. The HOMO energy (spin up / spin down) comes out at -0.2582 / -0.2803 hartree.

The geometry in ORCA input format:
```
! RIJCOSX wB97M-V def2-TZVPD def2/J DEFGRID3
* xyz 0 2
C 2.413 -2.229 2.769
C 2.488 -1.208 1.758
C 2.137 0.044 2.374
H 2.804 -1.387 0.724
C 1.881 -0.202 3.760
C 1.994 -1.596 3.999
H 1.873 -2.094 4.959
H 2.779 -3.240 2.638
H 2.159 1.014 1.891
H 1.632 0.535 4.528
Ti 0.381 -1.476 2.311
Cl -1.318 -0.239 3.134
P -0.331 0.383 -0.252
C 0.014 2.202 -0.338
C 0.556 2.854 -1.462
H 0.881 2.282 -2.331
C 0.691 4.249 -1.479
H 1.101 4.734 -2.367
C 0.294 4.999 -0.367
H 0.378 6.084 -0.392
C -0.226 4.362 0.767
H -0.527 4.951 1.638
C -0.353 2.971 0.788
H -0.735 2.463 1.677
C 0.511 -0.145 -1.806
C 1.906 -0.344 -1.725
H 2.419 -0.186 -0.774
C 2.635 -0.745 -2.846
H 3.709 -0.927 -2.754
C 1.985 -0.914 -4.075
H 2.558 -1.198 -4.956
C 0.606 -0.696 -4.178
H 0.094 -0.803 -5.136
C -0.132 -0.331 -3.042
H -1.210 -0.186 -3.133
C -2.089 0.392 -0.824
C -2.743 1.504 -1.387
H -2.240 2.469 -1.451
C -4.056 1.390 -1.868
H -4.538 2.262 -2.317
C -4.727 0.166 -1.776
H -5.738 0.073 -2.171
C -4.097 -0.942 -1.195
H -4.625 -1.897 -1.115
C -2.793 -0.827 -0.708
H -2.309 -1.679 -0.225
C 0.413 -4.805 3.445
C 0.368 -3.535 2.657
O -0.253 -3.217 1.588
H 0.621 -4.497 4.490
H 1.277 -5.437 3.135
H -0.518 -5.401 3.421
*
```


# 4
6 unconnected molecules or ions with the total composition C51H93F4N5O3S2. Source: the OMol25 dataset; level of theory: ωB97M-V/def2-TZVPD.

The value obtained for the frontier orbital gap is 6.88 eV. As for the SMILES: CCN(CC)C(=S)SCCC[C@](C#N)(COC(F)(F)F)[C@](C#N)(C(=O)NC(=O)F)c1ccncc1.CCCCCC.CCCCCC.CCCCCC.CCCCCC.CCCCCC. The HOMO energy comes out at -0.3138 hartree.

The geometry in ORCA input format:
```
! RIJCOSX wB97M-V def2-TZVPD def2/J DEFGRID3
* xyz 0 1
C 7.918 -2.410 -4.961
C 6.640 -2.515 -3.898
N 5.396 -2.673 -4.745
C 4.730 -1.340 -5.037
C 4.707 -0.985 -6.659
C 4.426 -3.688 -4.174
S 4.044 -3.749 -2.485
S 3.583 -5.008 -5.269
C 2.049 -4.271 -6.051
C 0.763 -4.478 -5.003
C -0.355 -3.346 -5.477
C -1.579 -3.153 -4.352
C -1.542 -4.570 -3.465
N -1.547 -5.458 -2.494
C -2.974 -3.214 -5.221
O -4.146 -2.624 -4.560
C -5.405 -3.263 -4.976
F -5.780 -4.425 -4.087
F -5.421 -3.657 -6.435
F -6.532 -2.264 -4.847
C -1.389 -1.806 -3.440
C 0.247 -1.706 -3.108
N 1.509 -1.572 -2.841
C -2.134 -1.831 -1.981
O -3.244 -2.523 -1.664
N -1.579 -0.952 -0.840
C -0.763 -1.767 0.137
O 0.517 -1.557 0.475
F -1.443 -2.957 0.762
C -1.761 -0.395 -4.210
C -0.707 0.409 -5.155
C -1.149 1.787 -5.845
N -2.434 2.538 -5.842
C -3.360 1.768 -4.965
C -3.172 0.413 -4.131
H 8.878 -2.141 -4.328
H 7.671 -1.600 -5.779
H 8.050 -3.495 -5.403
H 6.865 -3.429 -3.185
H 6.676 -1.528 -3.264
H 3.613 -1.342 -4.675
H 5.272 -0.428 -4.520
H 5.708 -0.508 -7.042
H 4.563 -2.020 -7.209
H 3.792 -0.284 -6.902
H 1.792 -4.722 -7.125
H 2.207 -3.107 -6.112
H 0.404 -5.590 -5.185
H 1.196 -4.283 -3.933
H 0.115 -2.331 -5.821
H -0.865 -3.811 -6.451
H -2.854 -2.722 -6.298
H -3.186 -4.373 -5.412
H -1.064 -0.128 -1.220
H 0.376 -0.022 -5.327
H -0.296 2.325 -6.488
H -4.442 2.269 -4.876
H -4.050 -0.002 -3.463
C 3.806 6.387 -3.990
C 4.435 5.003 -4.038
C 3.758 4.068 -5.044
C 2.285 3.755 -4.756
C 2.006 3.130 -3.386
C 2.677 1.779 -3.196
H 2.761 6.345 -3.668
H 4.346 7.022 -3.281
H 3.846 6.867 -4.974
H 4.427 4.561 -3.036
H 5.490 5.110 -4.318
H 4.328 3.133 -5.092
H 3.827 4.513 -6.044
H 1.917 3.077 -5.536
H 1.691 4.671 -4.852
H 0.922 3.000 -3.278
H 2.313 3.811 -2.584
H 2.344 1.068 -3.959
H 2.420 1.366 -2.215
H 3.766 1.856 -3.246
C -1.626 1.072 6.807
C -2.226 1.977 5.740
C -3.294 1.280 4.892
C -2.799 0.083 4.073
C -1.655 0.384 3.099
C -2.034 1.389 2.024
H -1.112 0.214 6.365
H -0.894 1.627 7.402
H -2.403 0.701 7.483
H -1.428 2.375 5.105
H -2.684 2.842 6.235
H -3.745 2.021 4.221
H -4.103 0.939 5.549
H -3.648 -0.323 3.507
H -2.481 -0.718 4.751
H -1.357 -0.553 2.613
H -0.773 0.740 3.644
H -2.884 1.029 1.436
H -1.192 1.544 1.341
H -2.295 2.362 2.450
C -8.855 3.356 -1.091
C -7.772 4.425 -1.111
C -6.549 4.025 -1.942
C -5.791 2.793 -1.437
C -5.278 2.885 0.004
C -4.268 4.003 0.209
H -8.499 2.430 -0.631
H -9.716 3.705 -0.512
H -9.197 3.130 -2.105
H -7.478 4.670 -0.086
H -8.196 5.342 -1.536
H -5.864 4.880 -1.991
H -6.867 3.837 -2.974
H -4.939 2.613 -2.105
H -6.431 1.908 -1.525
H -4.801 1.932 0.264
H -6.114 3.009 0.701
H -3.401 3.869 -0.445
H -3.914 4.004 1.245
H -4.705 4.986 0.009
C -0.939 2.903 10.700
C 0.144 3.971 10.679
C 1.367 3.572 9.849
C 2.125 2.339 10.354
C 2.639 2.432 11.794
C 3.648 3.550 11.999
H -0.583 1.976 11.160
H -1.800 3.251 11.279
H -1.281 2.676 9.685
H 0.439 4.216 11.705
H -0.280 4.889 10.254
H 2.052 4.427 9.800
H 1.049 3.383 8.816
H 2.977 2.160 9.685
H 1.485 1.454 10.265
H 3.115 1.479 12.055
H 1.802 2.555 12.492
H 4.515 3.416 11.346
H 4.002 3.551 13.036
H 3.211 4.532 11.799
C 1.823 -4.368 0.363
C 2.683 -5.509 0.887
C 1.868 -6.620 1.553
C 1.082 -6.197 2.799
C 1.922 -5.593 3.928
C 2.948 -6.561 4.495
H 1.281 -3.868 1.171
H 2.450 -3.619 -0.129
H 1.094 -4.734 -0.367
H 3.434 -5.115 1.579
H 3.238 -5.941 0.046
H 2.544 -7.445 1.810
H 1.161 -7.030 0.821
H 0.548 -7.075 3.186
H 0.305 -5.477 2.515
H 1.247 -5.286 4.737
H 2.423 -4.680 3.586
H 2.460 -7.459 4.888
H 3.497 -6.088 5.316
H 3.679 -6.865 3.741
*
```


# 5
A molecular structure, C11H25NO3P2Rh. Source: the OMol25 dataset; level of theory: ωB97M-V/def2-TZVPD.

The value obtained for the frontier orbital gap (spin up / spin down) is 6.04 / 5.50 eV. Its expectation value of S² is 6.024. The HOMO energy (spin up / spin down) comes out at -0.3122 / -0.4671 hartree.

The geometry in ORCA input format:
```
! RIJCOSX wB97M-V def2-TZVPD def2/J DEFGRID3
* xyz 1 5
Rh 0.241 0.092 0.527
H -1.493 -0.006 0.563
H -3.030 0.197 2.177
P 0.037 -1.999 -0.306
P 0.113 2.143 -0.730
C 1.573 3.094 -0.231
H 1.403 4.163 -0.412
H 1.794 2.932 0.834
H 2.431 2.757 -0.825
C 0.004 2.363 -2.541
H -0.843 1.780 -2.924
H -0.138 3.424 -2.792
H 0.930 1.998 -3.003
C -1.348 3.019 -0.085
H -1.268 3.179 0.997
H -1.448 3.994 -0.582
H -2.245 2.422 -0.284
C 0.242 -2.175 -2.119
H 0.169 -3.232 -2.408
H -0.541 -1.606 -2.635
H 1.223 -1.787 -2.423
C 1.299 -3.123 0.395
H 1.249 -3.077 1.490
H 1.112 -4.154 0.069
H 2.301 -2.814 0.073
C -1.540 -2.851 0.055
H -2.339 -2.382 -0.534
H -1.474 -3.919 -0.198
H -1.773 -2.742 1.122
C 2.052 -0.020 0.860
O 3.188 -0.138 1.054
H 0.371 0.413 -1.076
O -2.826 0.677 3.000
C -1.596 1.111 3.216
C -1.466 1.898 4.477
C -0.006 2.257 4.522
C 0.552 1.739 3.210
O 1.680 1.949 2.792
N -0.462 1.005 2.534
H -2.117 2.781 4.417
H -1.771 1.277 5.327
H 0.161 3.335 4.606
H 0.503 1.761 5.357
*
```


# 6
A molecular structure, C19H13Cl2N3O4SSn. Source: the OMol25 dataset; level of theory: ωB97M-V/def2-TZVPD.

The value obtained for the frontier orbital gap (spin up / spin down) is 6.24 / 3.80 eV. The HOMO energy (spin up / spin down) comes out at -0.5151 / -0.5048 hartree.

The geometry in ORCA input format:
```
! RIJCOSX wB97M-V def2-TZVPD def2/J DEFGRID3
* xyz 2 1
Sn 0.131 -0.918 0.567
Cl 4.601 -0.545 7.138
C 3.469 -0.460 5.881
C 2.104 -0.519 6.167
C 1.188 -0.465 5.151
Cl -0.475 -0.498 5.470
C 1.596 -0.391 3.745
O 0.703 -0.344 2.875
C 3.037 -0.343 3.496
C 3.610 -0.343 2.150
O 3.028 -0.588 1.114
C 3.915 -0.345 4.550
H 1.774 -0.597 7.194
H 4.685 -0.101 2.114
H 4.980 -0.279 4.360
O -4.195 -1.764 0.501
C -3.083 -1.294 0.475
O -1.937 -1.854 0.383
C -2.981 0.267 0.549
C -4.117 1.054 0.608
C -3.943 2.431 0.666
C -2.657 2.960 0.668
C -1.583 2.095 0.609
N -1.755 0.768 0.544
H -5.097 0.602 0.612
H -4.802 3.086 0.715
H -2.494 4.027 0.716
H -0.558 2.448 0.620
N 0.145 0.285 -7.070
C -0.038 -0.791 -6.343
S -0.360 -2.261 -7.089
C 0.030 -0.717 -4.865
C -0.147 -1.872 -4.104
C -0.113 -1.783 -2.725
N 0.088 -0.633 -2.084
C 0.273 0.472 -2.804
C 0.254 0.481 -4.187
H 0.091 0.228 -8.079
H 0.352 1.189 -6.673
H -0.314 -2.834 -4.574
H -0.261 -2.659 -2.102
H 0.445 1.382 -2.242
H 0.410 1.422 -4.696
*
```


# 7
2 unconnected molecules or ions with the total composition C3H10N2. Source: the OMol25 dataset; level of theory: ωB97M-V/def2-TZVPD.

The value obtained for the frontier orbital gap (spin up / spin down) is 3.08 / 7.53 eV. Its expectation value of S² is 0.754. The HOMO energy (spin up / spin down) comes out at 0.0412 / -0.1248 hartree.

The geometry in ORCA input format:
```
! RIJCOSX wB97M-V def2-TZVPD def2/J DEFGRID3
* xyz -1 2
C 1.406 -0.716 2.151
C 0.137 0.109 2.284
H 2.082 -0.270 1.421
H 1.185 -1.723 1.800
H 1.954 -0.813 3.094
H -0.328 0.195 1.303
H -0.555 -0.343 2.997
H 0.326 1.112 2.672
N 0.404 0.417 -2.316
C -0.837 0.580 -1.519
N -1.400 -0.531 -0.996
H 1.148 0.965 -1.897
H 0.274 0.838 -3.234
H -1.129 1.626 -1.382
H -2.203 -0.301 -0.417
*
```


# 8
2 unconnected molecules or ions with the total composition C5H9N3. Source: the OMol25 dataset; level of theory: ωB97M-V/def2-TZVPD.

The value obtained for the frontier orbital gap (spin up / spin down) is 9.64 / 6.57 eV. The HOMO energy (spin up / spin down) comes out at -0.3600 / -0.2591 hartree.

The geometry in ORCA input format:
```
! RIJCOSX wB97M-V def2-TZVPD def2/J DEFGRID3
* xyz 0 1
C -1.050 -2.157 -1.488
C -1.068 -1.341 -0.418
C -0.601 0.944 1.313
C 1.392 1.478 -0.043
C 0.255 0.552 0.179
N 0.003 -1.884 -2.244
N 0.651 -0.887 -1.784
N 0.021 -0.492 -0.630
H -1.801 -2.967 -1.739
H -1.691 -1.430 0.454
H -0.682 0.210 2.157
H -1.664 1.195 0.941
H -0.314 2.016 1.466
H 1.053 2.327 -0.791
H 2.232 1.126 -0.672
H 1.738 1.953 0.802
H 1.527 -0.642 2.498
*
```


Let's list energy above the lowest of the compared OMol25 structures with the same formula, charge and spin in order: 0.0000, 0.5759, 0.0000, 15.9434, 0.0516, 0.0000, 0.9909, 6.3149 eV.
Let's list E_tot in order: -5184.1210, -1816.0593, -2692.7254, -3693.6777, -1507.4104, -2729.3551, -229.7205, -359.9652 hartree.